A molecular structure, C5H6O2 at a distorted geometry. Source: the OMol25 dataset; level of theory: the ωB97M-V functional and the def2-TZVPD basis.

Positions of all 13 atoms, in Å:
C1 2.18 -0.23 -0.96
O1 -0.01 0.28 2.01
C2 0.17 0.40 0.69
C3 0.99 0.04 -0.19
H1 -0.69 0.91 2.30
H2 2.27 -1.29 -1.21
H3 3.05 0.05 -0.35
H4 2.21 0.37 -1.87
O2 -1.27 -1.02 -0.77
C4 -1.69 0.10 -0.04
C5 -2.78 0.69 0.07
H5 -1.11 -1.78 -0.18
H6 -3.31 1.50 0.51

- F_max: 4.23 eV Å⁻¹
- Energy above the lowest of the compared OMol25 structures with the same formula, charge and spin: 7.223 eV
- E_tot: -9369.87262 eV
- HOMO energy (alpha / beta): -8.174 / -8.174 eV
- Gap between HOMO and LUMO (alpha / beta): 7.908 / 7.905 eV